Record 1
DFT (ωB97M-V/def2-TZVPD) results for an isolated ion of composition C5H12NO and charge -1.

ORCA input file:
```
! wB97M-V def2-TZVPD RIJCOSX def2/J DEFGRID3
* xyz -1 1
C 0.87 -1.37 -1.67
C 0.64 -0.35 -0.45
N 1.41 -1.01 0.67
C -0.87 -0.32 -0.28
C -1.24 1.17 0.13
C -0.43 1.57 1.41
O 0.10 0.57 2.12
H 0.29 -1.25 -2.49
H 1.92 -1.40 -2.02
H 0.49 -2.31 -1.23
H 1.26 0.64 -0.70
H 1.59 -0.22 1.31
H 0.43 -1.49 1.25
H -1.38 -0.58 -1.29
H -1.19 -1.02 0.57
H -2.38 0.96 0.28
H -1.11 1.98 -0.49
H 0.45 2.12 0.79
H -0.83 2.32 2.07
*
```

HOMO level (eV): -2.45
HOMO-LUMO gap (eV): 6.680
LUMO level (eV): 4.2
Structure (SMILES): C[C@H](N)CCC[O-]

Record 2
DFT (ωB97M-V/def2-TZVPD) results for a 2-piece molecular cluster, C5H12NO overall.

ORCA input file:
```
! wB97M-V def2-TZVPD RIJCOSX def2/J DEFGRID3
* xyz 0 2
C -2.01 0.28 -0.76
O -0.95 -0.39 -0.24
C -3.24 -0.42 -0.13
H -1.99 0.26 -1.91
H -2.02 1.34 -0.45
H -4.19 -0.19 -0.66
H -3.35 -0.05 0.92
H -3.16 -1.47 -0.10
N 1.01 1.47 -0.41
C 1.63 0.79 0.68
C 3.05 -1.25 0.49
C 1.84 -0.66 0.42
H 0.13 0.99 -0.68
H 1.63 1.36 -1.20
H 0.99 0.87 1.58
H 2.59 1.29 0.97
H 3.21 -2.31 0.40
H 3.92 -0.63 0.72
H 0.92 -1.27 0.35
*
```

HOMO level (alpha / beta) (eV): -8.86 / -8.83
HOMO-LUMO gap (alpha / beta) (eV): 9.804 / 6.728
LUMO level (alpha / beta) (eV): 0.9 / -2.1
<S²>: 0.75

Record 3
DFT (ωB97M-V/def2-TZVPD) results for one molecule with the formula C5H12NO.

ORCA input file:
```
! wB97M-V def2-TZVPD RIJCOSX def2/J DEFGRID3
* xyz 0 2
C -1.21 -1.47 -0.38
C -0.33 -0.15 -0.13
C -1.04 1.15 0.32
C -2.30 1.39 -0.54
N 0.67 -0.61 0.89
C 1.98 0.01 0.60
O 2.56 -0.34 -0.60
H -1.52 -1.95 0.52
H -2.00 -1.31 -1.09
H -0.48 -2.22 -0.78
H 0.31 -0.06 -1.03
H -1.29 1.19 1.37
H -0.33 1.98 0.25
H -2.48 2.49 -0.57
H -3.25 0.90 -0.18
H -2.14 0.98 -1.53
H 0.89 -1.53 0.51
H 1.84 1.09 0.57
H 2.72 -0.27 1.40
*
```

HOMO level (alpha / beta) (eV): -9.75 / -9.69
HOMO-LUMO gap (alpha / beta) (eV): 10.824 / 8.092
LUMO level (alpha / beta) (eV): 1.1 / -1.6
<S²>: 0.75

Record 4
DFT (ωB97M-V/def2-TZVPD) results for a 2-piece molecular cluster, C5H12NO overall.

ORCA input file:
```
! wB97M-V def2-TZVPD RIJCOSX def2/J DEFGRID3
* xyz 1 1
C -2.46 0.61 0.31
C -1.73 0.05 -0.58
C 1.30 -1.13 -1.14
C 0.92 1.91 -0.02
C 0.57 -0.46 0.01
N 0.24 -1.38 1.19
O 0.91 0.68 0.68
H -3.57 0.84 0.34
H -1.91 0.71 1.40
H -1.79 -0.09 -1.71
H 1.70 -0.33 -1.81
H 0.61 -1.57 -1.86
H 2.19 -1.62 -0.74
H 0.14 1.84 -0.81
H 1.99 2.20 -0.46
H 0.60 2.56 0.79
H 0.36 -2.38 0.88
H -0.74 -1.28 1.38
H 0.69 -1.15 2.14
*
```

HOMO level (alpha / beta) (eV): -12.54 / -12.55
HOMO-LUMO gap (alpha / beta) (eV): 8.706 / 8.707
LUMO level (alpha / beta) (eV): -3.8 / -3.8

Record 5
DFT (ωB97M-V/def2-TZVPD) results for a 2-piece molecular cluster, C5H12NO overall.

ORCA input file:
```
! wB97M-V def2-TZVPD RIJCOSX def2/J DEFGRID3
* xyz 1 1
C 2.69 1.13 0.11
C 2.26 -0.21 -0.26
C 0.45 -1.96 -0.55
C -3.65 0.54 0.85
C 0.92 -0.54 -0.22
N -2.76 0.50 -0.08
O -0.02 0.41 -0.04
H 2.73 1.96 -0.64
H 1.99 1.56 0.79
H 3.04 -0.99 -0.22
H -0.20 -2.12 0.26
H -0.12 -1.81 -1.49
H 1.42 -2.61 -0.55
H 3.66 0.98 0.53
H -4.67 0.88 0.56
H -3.51 0.10 1.84
H -1.81 0.19 0.20
H -3.01 0.73 -1.03
H 0.57 1.27 -0.05
*
```

HOMO level (eV): -11.52
HOMO-LUMO gap (eV): 6.033
LUMO level (eV): -5.5

Record 6
DFT (ωB97M-V/def2-TZVPD) results for C5H12NO as an isolated structure.

ORCA input file:
```
! wB97M-V def2-TZVPD RIJCOSX def2/J DEFGRID3
* xyz 1 1
C -1.75 0.12 -0.79
O -0.45 1.25 -1.77
C -1.47 -1.21 -0.44
C -0.48 -0.95 1.20
C 0.63 -0.04 1.37
C 1.76 0.03 0.54
N 2.19 1.19 -0.07
H -1.67 0.67 0.02
H -2.43 0.39 -1.49
H 0.07 2.03 -1.83
H -2.36 -1.87 0.07
H -0.67 -1.69 -1.14
H -1.45 -0.96 1.63
H -0.13 -2.00 1.41
H 0.42 0.19 2.31
H 2.13 -0.96 0.24
H 3.19 1.12 -0.26
H 2.15 1.98 0.50
H 0.31 0.70 -1.50
*
```

HOMO level (eV): -11.55
HOMO-LUMO gap (eV): 5.881
LUMO level (eV): -5.7

Record 7
DFT (ωB97M-V/def2-TZVPD) results for an isolated ion of composition C5H12NO and charge +1.

ORCA input file:
```
! wB97M-V def2-TZVPD RIJCOSX def2/J DEFGRID3
* xyz 1 1
C 0.94 1.72 0.28
C 0.53 0.23 -0.01
C 1.47 -0.92 0.23
N -0.20 0.42 -1.30
C -0.95 0.13 0.03
C -1.67 -1.15 0.27
O -1.71 1.24 0.43
H 0.17 2.31 0.07
H 1.89 2.07 -0.14
H 1.17 2.00 1.25
H 1.14 -1.48 1.17
H 2.40 -0.45 0.40
H 1.48 -1.41 -0.73
H -0.33 1.35 -1.68
H -0.20 -0.22 -2.11
H -2.66 -1.10 0.23
H -1.55 -1.53 1.24
H -1.20 -1.89 -0.31
H -2.46 1.22 -0.20
*
```

HOMO level (eV): -15.92
HOMO-LUMO gap (eV): 12.707
LUMO level (eV): -3.2
Structure (SMILES): CC1(C)[NH2+][C@]1(C)O

Record 8
DFT (ωB97M-V/def2-TZVPD) results for an isolated ion of composition C5H12NO and charge +1.

ORCA input file:
```
! wB97M-V def2-TZVPD RIJCOSX def2/J DEFGRID3
* xyz 1 1
C 0.26 0.37 1.91
C 0.62 0.50 0.37
C 1.56 -0.70 0.07
C -0.80 0.45 -0.46
N -1.44 -0.88 -0.45
C -0.48 0.93 -1.93
O -1.05 0.35 -2.83
H -0.32 -0.52 1.93
H -0.29 1.31 2.10
H 1.19 0.03 2.54
H 1.07 1.46 0.25
H 2.39 -0.79 0.75
H 2.03 -0.64 -0.94
H 1.01 -1.62 0.17
H -1.36 1.38 0.11
H -1.08 -1.31 -1.32
H -1.18 -1.24 0.41
H -2.46 -0.76 -0.58
H 0.34 1.69 -2.10
*
```

HOMO level (eV): -14.80
HOMO-LUMO gap (eV): 11.062
LUMO level (eV): -3.7
Structure (SMILES): CC(C)[C@H]([NH3+])C=O

Record 9
DFT (ωB97M-V/def2-TZVPD) results for an isolated ion of composition C5H12NO and charge +1.

ORCA input file:
```
! wB97M-V def2-TZVPD RIJCOSX def2/J DEFGRID3
* xyz 1 1
C -0.38 1.06 -1.06
C 1.27 0.12 0.05
C 2.04 1.10 0.86
C -2.38 -0.98 0.20
C -0.89 -1.17 -0.04
N -0.21 0.15 0.08
O 1.79 -0.84 -0.69
H -0.37 2.11 -0.88
H -0.30 0.64 -2.04
H 2.04 0.79 1.91
H 1.62 2.11 0.81
H 3.07 1.15 0.52
H -2.58 -0.70 1.23
H -2.78 -0.21 -0.46
H -2.90 -1.91 -0.01
H -0.70 -1.56 -1.04
H -0.45 -1.85 0.69
H -0.54 0.60 0.94
H 2.65 -0.62 -1.08
*
```

HOMO level (alpha / beta) (eV): -12.33 / -12.97
HOMO-LUMO gap (alpha / beta) (eV): 8.054 / 9.099
LUMO level (alpha / beta) (eV): -4.3 / -3.9

Record 10
DFT (ωB97M-V/def2-TZVPD) results for C5H12NO as an isolated structure.

ORCA input file:
```
! wB97M-V def2-TZVPD RIJCOSX def2/J DEFGRID3
* xyz 1 1
C 1.73 -1.47 -0.24
C 0.70 -0.75 -0.69
C -0.45 1.22 -1.08
C 0.76 1.06 0.99
C -1.49 -0.43 0.77
N 0.01 0.32 -0.02
O -2.23 -1.08 -0.14
H 2.38 -1.99 -0.93
H 1.95 -1.51 0.84
H 0.49 -0.77 -1.68
H -1.24 0.72 -1.69
H -0.75 2.17 -0.87
H 0.40 1.39 -1.72
H 0.32 2.04 1.06
H 0.58 0.62 2.11
H 1.80 1.18 0.76
H -1.97 0.42 1.23
H -0.89 -1.09 1.52
H -2.11 -2.07 -0.20
*
```

HOMO level (eV): -14.48
HOMO-LUMO gap (eV): 11.196
LUMO level (eV): -3.3

Record 11
DFT (ωB97M-V/def2-TZVPD) results for an isolated ion of composition C5H12NO and charge +1.

ORCA input file:
```
! wB97M-V def2-TZVPD RIJCOSX def2/J DEFGRID3
* xyz 1 1
C -0.19 -1.22 -0.41
C -0.22 1.25 0.19
C 1.16 -1.55 -1.07
C -1.36 -2.09 -0.61
C -0.96 2.05 1.19
N 1.32 1.57 0.37
O -0.42 -0.08 0.21
H 1.69 -1.98 -0.21
H 1.58 -0.78 -1.69
H 1.05 -2.34 -1.81
H -2.03 -2.00 0.35
H -1.04 -3.06 -0.83
H -1.99 -1.54 -1.30
H -2.08 1.96 0.93
H -0.48 2.99 1.17
H -0.89 1.72 2.25
H 1.60 2.42 -0.03
H 1.80 0.91 -0.14
H 1.47 1.78 1.44
*
```

HOMO level (alpha / beta) (eV): -11.37 / -11.95
HOMO-LUMO gap (alpha / beta) (eV): 7.023 / 8.214
LUMO level (alpha / beta) (eV): -4.3 / -3.7

Record 12
DFT (ωB97M-V/def2-TZVPD) results for an isolated ion of composition C5H12NO2 and charge -1.

ORCA input file:
```
! wB97M-V def2-TZVPD RIJCOSX def2/J DEFGRID3
* xyz -1 1
C -1.05 -1.51 -0.09
C -0.25 -0.22 -0.25
C -0.53 0.75 0.88
C -1.96 1.30 1.00
O -2.13 2.05 2.09
N 1.18 -0.52 -0.23
C 1.86 -1.15 -1.27
O 2.86 -0.33 -1.93
H -2.12 -1.34 -0.18
H -0.75 -2.25 -0.85
H -0.75 -1.94 0.88
H -0.44 0.28 -1.20
H -0.33 0.26 1.86
H 0.13 1.62 0.81
H -2.63 0.40 0.95
H -2.11 1.86 0.03
H 1.63 -0.42 0.66
H 1.13 -1.47 -2.01
H 2.45 -2.01 -0.95
H 2.49 0.55 -1.98
*
```

HOMO level (eV): -2.33
HOMO-LUMO gap (eV): 5.758
LUMO level (eV): 3.4
Structure (SMILES): C[C@@H](CC[O-])NCO

Computed ΔE to the lowest compared entry with this formula, charge and spin, in the same sequence as the records: 63.7; 40.3; 19.5; 122.2; 55.0; 188.6; 46.9; 40.1; 73.0; 61.9; 103.8; 70.5 kcal/mol.